Entry from OMol25: a cluster of 2 separate species, C4H9NO5 in total (ωB97M-V/def2-TZVPD).

Computed properties:
- DFT total energy: -16015.137 eV
- Lowest unoccupied orbital energy (alpha / beta): 0.10 / 0.10 eV

Geometry as XYZ:
```
19
Properties=species:S:1:pos:R:3:lowdin_charge:R:1
C 0.1526 -0.8830 2.2519 -0.021
C 0.5418 -1.3847 -1.9593 -0.023
C 0.6855 2.4886 0.0759 0.018
C 0.4655 0.0505 0.0257 -0.280
N -2.0976 -0.3658 -0.4719 -0.368
O -2.9672 -0.4819 0.3986 -0.138
O -2.3952 -0.1257 -1.6672 -0.155
O 0.2631 0.2373 1.3641 -0.029
O 0.4664 -1.1123 -0.5810 0.012
O 0.8077 1.2248 -0.6432 -0.001
H 1.1043 -0.9875 2.9773 0.146
H -0.0946 -1.8723 1.8133 0.109
H -0.7112 -0.5944 2.8215 0.088
H 0.5197 -0.4899 -2.5709 0.098
H -0.3018 -2.0027 -2.2743 0.104
H 1.5049 -1.9511 -2.1613 0.122
H 0.2911 3.2290 -0.5970 0.094
H 1.7384 2.7583 0.2477 0.106
H 0.0266 2.2627 0.9501 0.117
```